Density functional theory data (ωB97M-V/def2-TZVPD) for C6H13N in the gas phase in a non-equilibrium geometry.

Gap between HOMO and LUMO ... 9.786 eV
Electronic energy ... -291.0602 Eh
E_HOMO ... -8.781 eV
LUMO energy ... 1.01 eV
Multiplicity ... 1

Structure (XYZ):
```
20
Properties=species:S:1:pos:R:3:mulliken_charge:R:1
C -2.1145 -1.0889 1.0916 -1.064
C -2.0531 0.3347 0.7859 -0.412
C -0.8711 0.6588 -0.2897 -0.471
N 1.4022 0.4799 -1.8860 -0.661
C 1.5291 0.0615 -0.3963 0.367
C 0.3589 0.2440 0.3287 -0.402
C 2.9839 -0.0989 0.0146 -1.058
H -2.0865 -1.7507 0.1838 0.266
H -1.2060 -1.4163 1.6360 0.272
H -3.0573 -1.4041 1.5370 0.355
H -2.9675 0.5972 0.1026 0.245
H -2.1251 0.8922 1.6978 0.311
H -0.8821 1.7599 -0.4591 0.287
H -1.2019 0.3337 -1.3171 0.305
H 1.0893 1.3537 -2.1953 0.249
H 0.8606 -0.2221 -2.4013 0.264
H 0.6104 -0.1576 1.3853 0.191
H 3.1867 -0.9586 -0.6417 0.303
H 3.0871 -0.2854 1.1792 0.267
H 3.4570 0.6669 -0.3560 0.386
```

Density functional theory data (ωB97M-V/def2-TZVPD) for C6H13N in the gas phase.

Gap between HOMO and LUMO ... 10.252 eV
Electronic energy ... -291.1030 Eh
E_HOMO ... -9.018 eV
LUMO energy ... 1.23 eV
Multiplicity ... 1

Structure (XYZ):
```
20
Properties=species:S:1:pos:R:3:mulliken_charge:R:1
C 2.7986 -0.2045 0.0603 -1.352
C 1.3052 -0.4969 0.1641 -0.215
C 0.5494 0.4244 -0.8084 -0.641
N -0.8605 0.2141 -0.7678 -0.254
C -1.8100 1.2775 -0.8993 -0.533
C -1.4841 0.6480 0.4395 0.062
C -2.0853 -0.6063 1.0389 -1.111
H 3.0086 0.8368 0.3321 0.343
H 3.1487 -0.3538 -0.9673 0.334
H 3.3923 -0.8479 0.7147 0.362
H 1.1079 -1.5534 -0.0656 0.275
H 0.9732 -0.3494 1.2044 0.294
H 0.8472 0.2015 -1.8332 0.346
H 0.7847 1.4734 -0.5501 0.322
H -2.7634 1.0720 -1.3871 0.244
H -1.3660 2.2478 -1.1560 0.270
H -0.9526 1.3665 1.0846 0.380
H -2.2677 -0.6195 2.1134 0.342
H -2.9565 -0.8969 0.4466 0.331
H -1.3351 -1.3765 0.7910 0.202
```

Q: Look up the gap between HOMO and LUMO of the second one.
A: 10.252 eV